# C6H6N2O2

A cluster of 2 separate species, C6H6N2O2 in total in a non-equilibrium geometry (ωB97M-V/def2-TZVPD, the OMol25 dataset).

Last column: natural (NBO) charge in e.
Positions of all 16 atoms, in Å:
1 O 0.53074 -0.70075 1.01793  -0.540
2 C 0.49251 0.44681 0.56702  0.666
3 C 0.16367 1.70526 1.26581  -0.396
4 C -0.28088 2.74865 0.65388  0.046
5 N -0.13520 2.91992 -0.75041  -0.566
6 C 0.35815 1.95375 -1.37298  0.750
7 O 0.16624 2.14883 -2.63585  -0.691
8 N 0.87950 0.81864 -0.81370  -0.646
9 H -0.13170 1.62619 2.37724  0.247
10 H -0.79877 3.52638 1.37756  0.240
11 H -0.26118 3.69952 -1.28360  0.442
12 H 1.21547 0.12681 -1.53349  0.448
13 C -0.77727 -4.90682 0.70979  -0.239
14 C -0.25639 -5.58290 -0.14691  -0.253
15 H -1.29207 -4.40220 1.56658  0.252
16 H 0.12716 -6.12809 -0.99886  0.240

Summary:
SMILES ... O=c1cc[nH]c(=O)[nH]1.C#C
Net charge ... 0
ΔE to the lowest compared entry with this formula, charge and spin ... 82.6 kcal/mol
HOMO ... -0.354 Ha
Multiplicity ... 1
Orbital gap ... 0.3656 Ha



# C5H11N

An isolated molecule of C5H11N in a non-equilibrium geometry (ωB97M-V/def2-TZVPD, the OMol25 dataset).

Last column: natural (NBO) charge in e.
Positions of all 17 atoms, in Å:
1 C 1.46195 0.56189 2.37863  -0.055
2 N 0.71457 0.02920 1.51407  -0.389
3 C 0.87882 0.51239 0.15502  -0.252
4 C -0.44876 0.73568 -0.55124  -0.408
5 C -1.15320 -0.66690 -0.78211  -0.395
6 C -1.28514 -1.12510 -2.24396  -0.621
7 H 1.37437 0.18129 3.39509  0.165
8 H 2.17235 1.38391 2.26514  0.145
9 H 1.59473 1.34498 0.07874  0.169
10 H 1.43402 -0.23377 -0.43800  0.195
11 H -0.18430 1.03401 -1.56161  0.208
12 H -1.11629 1.31675 0.07299  0.212
13 H -2.11333 -0.62780 -0.27043  0.203
14 H -0.55999 -1.40293 -0.24045  0.204
15 H -0.66078 -0.64889 -2.99930  0.203
16 H -1.16910 -2.20695 -2.24155  0.211
17 H -2.30235 -0.91857 -2.58711  0.205

Summary:
SMILES ... C=NCCCC
Net charge ... 0
ΔE to the lowest compared entry with this formula, charge and spin ... 30.6 kcal/mol
HOMO ... -0.360 Ha
Multiplicity ... 1
Orbital gap ... 0.4033 Ha



# C23H41Br15HgN2O2

A structure of composition C23H41Br15HgN2O2 in a non-equilibrium geometry (ωB97M-V/def2-TZVPD, the OMol25 dataset).

Last column: Löwdin charge in e.
Positions of all 84 atoms, in Å:
1 Hg -0.89052 -0.12573 -1.45474  1.299
2 C -0.41472 1.79959 -3.93182  -0.056
3 C -0.89185 0.52318 -4.68060  -0.508
4 C 0.35463 0.06940 -5.47442  -0.145
5 C 1.36874 -0.80239 -4.76213  -0.210
6 C 0.75399 -1.88494 -3.96565  -0.155
7 C -0.83473 -1.98981 -3.94311  -0.486
8 N -1.35049 -0.59981 -3.84195  -0.269
9 O -2.54848 -0.41826 -3.07177  -0.286
10 C -1.27495 -3.01999 -2.81733  -0.045
11 C -1.40778 -2.59079 -5.18122  -0.063
12 C -2.02063 0.86828 -5.65312  -0.039
13 H 0.45335 1.64396 -3.29125  0.065
14 H -1.16775 2.27278 -3.30164  0.067
15 H -0.27777 2.62537 -4.62998  0.087
16 H 0.93924 0.93964 -5.77278  0.121
17 H 0.05189 -0.52559 -6.33606  0.107
18 H 1.94293 -0.13794 -4.11644  0.085
19 H 2.05240 -1.15468 -5.53454  0.118
20 H 1.06134 -1.97905 -2.92412  0.075
21 H 1.04000 -2.85611 -4.36955  0.115
22 H -0.54627 -3.17583 -2.02182  0.064
23 H -1.36230 -4.01660 -3.25005  0.076
24 H -2.27302 -2.88624 -2.40014  0.075
25 H -0.92108 -3.55659 -5.31706  0.085
26 H -1.40153 -2.02028 -6.10997  0.071
27 H -2.47624 -2.79272 -5.10568  0.095
28 H -2.39066 0.01222 -6.21734  0.077
29 H -1.93604 1.71639 -6.33257  0.084
30 H -2.88779 1.12101 -5.04298  0.076
31 C 0.65466 -1.29679 2.93035  -0.079
32 C -0.48687 -0.89612 1.95074  -0.475
33 C -1.63086 -0.27013 2.81754  -0.161
34 C -1.48751 1.16848 3.17494  -0.242
35 C -1.21341 1.98201 1.96285  -0.141
36 C 0.02431 1.53879 1.19464  -0.510
37 N -0.14440 0.04592 0.84657  -0.198
38 O 0.92044 -0.54479 -0.00133  -0.320
39 C 1.23236 1.94686 1.99328  -0.067
40 C 0.01545 2.24433 -0.11497  -0.095
41 C -1.13939 -2.13453 1.37527  -0.097
42 H 0.22018 -2.09683 3.52973  0.028
43 H 0.90395 -0.53982 3.67396  0.021
44 H 1.59150 -1.68078 2.52664  0.036
45 H -1.76803 -0.87251 3.71555  0.128
46 H -2.59294 -0.31122 2.30685  0.070
47 H -0.75924 1.23068 3.98355  0.079
48 H -2.29480 1.57889 3.78151  0.094
49 H -1.17357 3.00125 2.34712  0.126
50 H -2.05662 1.84828 1.28519  0.124
51 H 1.28732 1.31833 2.88211  0.053
52 H 1.23323 2.97025 2.36846  0.042
53 H 2.18809 1.78783 1.49388  0.016
54 H 0.83833 1.94609 -0.76460  0.062
55 H 0.11814 3.31971 0.03038  0.107
56 H -0.93592 2.13560 -0.63572  0.051
57 H -1.66217 -2.77659 2.08418  0.059
58 H -0.49123 -2.79339 0.79743  0.041
59 H -1.89795 -1.82739 0.65530  0.065
60 C 4.59441 -0.43928 -0.99957  -1.505
61 Br 4.28192 -1.70154 -2.52353  0.570
62 Br 4.34841 1.49464 -1.34793  0.522
63 Br 6.33224 -0.72984 -0.14672  0.529
64 H 3.87006 -0.59186 -0.19949  -0.053
65 C 4.59957 1.40277 4.57753  -1.401
66 Br 3.42996 -0.13596 5.11327  0.536
67 Br 4.68699 1.49270 2.55768  0.517
68 Br 6.39929 1.05241 5.42692  0.498
69 H 4.26603 2.36201 4.97339  -0.075
70 C -6.67664 1.23106 4.40641  -1.464
71 Br -5.21830 0.64788 3.11219  0.531
72 Br -5.94015 2.76871 5.44994  0.495
73 Br -7.16637 -0.22135 5.62045  0.542
74 H -7.57625 1.55794 3.88493  -0.021
75 C 1.61275 -5.15560 2.70795  -1.431
76 Br 1.84330 -4.17076 4.40753  0.575
77 Br 2.44043 -4.23601 1.19556  0.574
78 Br -0.38016 -5.46918 2.33716  0.522
79 H 2.16473 -6.09347 2.76971  -0.030
80 C 1.62019 5.20377 4.83645  -1.408
81 Br 3.20965 4.73544 3.67397  0.543
82 Br 0.55009 3.62992 5.45053  0.565
83 Br 0.50124 6.44145 3.72907  0.499
84 H 1.96960 5.84354 5.64682  -0.026

Summary:
Net charge ... 0
ΔE to the lowest compared entry with this formula, charge and spin ... 0.0 kcal/mol
HOMO ... -0.249 Ha
Multiplicity ... 1
Orbital gap ... 0.2168 Ha



# C48H36OP2PtSTe4

A structure of composition C48H36OP2PtSTe4 in a non-equilibrium geometry (ωB97M-V/def2-TZVPD, the OMol25 dataset).

Last column: Mulliken spin population.
Positions of all 93 atoms, in Å:
1 Pt -0.81770 -0.15899 -1.49843  0.552
2 O 2.05298 -0.87794 2.40111  0.005
3 S 0.90602 -0.45398 1.52078  -0.016
4 C -0.41540 0.12900 2.74792  -0.027
5 C -0.07525 -0.15781 4.01940  0.005
6 C -0.86794 0.06950 5.18031  -0.001
7 C -2.03493 0.66024 4.95206  -0.001
8 C -3.26090 1.01045 5.85940  0.001
9 C -4.48055 1.37439 4.93477  -0.002
10 C -3.79425 1.39012 3.58919  0.006
11 C -4.37566 1.67178 2.40947  -0.005
12 C -3.50951 1.77329 1.26821  0.055
13 C -2.21910 1.38806 1.25344  -0.054
14 P -1.27313 1.74719 -0.28573  0.223
15 C 0.14478 2.83394 0.17247  -0.005
16 C 0.70387 3.53916 -0.96592  0.015
17 C 1.59504 4.57949 -0.78515  -0.001
18 C 2.15922 4.77634 0.43075  0.007
19 C 1.67908 4.07795 1.54253  -0.005
20 C 0.65758 3.08525 1.45422  0.005
21 C -2.21907 3.02930 -1.19882  -0.012
22 C -3.03799 2.59457 -2.28217  0.016
23 C -4.00580 3.43208 -2.79024  0.000
24 C -4.35583 4.55677 -2.08306  0.002
25 C -3.61181 5.02390 -0.98849  0.000
26 C -2.53765 4.28095 -0.63747  0.003
27 C -1.65455 0.82124 2.48977  0.006
28 C -2.42915 0.97151 3.65404  0.006
29 C 0.06466 -2.03220 1.19465  0.003
30 C -0.97124 -2.52205 1.99251  0.036
31 C -1.19968 -3.89011 2.01151  -0.005
32 C -0.42600 -4.76077 1.23356  0.007
33 C -0.40050 -6.23347 1.19568  -0.004
34 C 0.76874 -6.57794 0.13691  0.000
35 C 1.22414 -5.21787 -0.28263  0.009
36 C 2.12730 -4.84313 -1.18571  -0.006
37 C 2.32992 -3.46373 -1.37940  0.022
38 C 1.61202 -2.44175 -0.75089  -0.100
39 P 1.48659 -0.83111 -1.60977  0.194
40 C 2.11413 -1.38399 -3.24576  0.008
41 C 3.30707 -0.89221 -3.82648  -0.001
42 C 3.67225 -1.27022 -5.08797  -0.005
43 C 2.99677 -2.29265 -5.67645  0.006
44 C 1.81642 -2.85266 -5.13733  -0.008
45 C 1.35869 -2.34464 -3.93710  0.010
46 C 2.88883 0.05769 -0.99138  -0.003
47 C 2.97685 1.39291 -1.18341  -0.004
48 C 4.17280 2.05193 -0.87142  0.000
49 C 5.14408 1.49385 -0.13005  0.001
50 C 5.02418 0.09048 0.16179  0.000
51 C 3.93842 -0.60762 -0.32462  0.017
52 C 0.68507 -2.86187 0.24661  0.075
53 C 0.49190 -4.20346 0.38404  0.013
54 H 0.92146 -0.50253 4.21012  -0.001
55 H -0.55924 -0.30738 6.15889  0.000
56 H -3.03918 1.88747 6.52700  0.000
57 H -3.50530 0.11412 6.45319  0.000
58 H -4.83910 2.33116 5.28438  0.000
59 H -5.27940 0.57935 4.95696  0.001
60 H -5.49007 1.97058 2.32703  0.000
61 H -3.92381 2.16353 0.35762  0.016
62 H 0.26675 3.40219 -1.96700  0.000
63 H 1.96026 4.93832 -1.71051  0.000
64 H 2.89893 5.50451 0.52858  0.000
65 H 2.13585 4.29443 2.48225  0.000
66 H 0.24186 2.70383 2.40003  0.001
67 H -2.83446 1.62771 -2.72200  -0.011
68 H -4.70843 3.12604 -3.53830  0.000
69 H -5.24486 5.06179 -2.41780  0.000
70 H -3.86000 5.85456 -0.38767  0.000
71 H -1.90502 4.60027 0.15176  0.001
72 H -1.57274 -1.92127 2.58177  -0.003
73 H -2.01097 -4.28182 2.55587  0.000
74 H -1.34814 -6.62487 0.70409  0.001
75 H -0.20153 -6.77299 2.05342  0.000
76 H 0.45479 -7.27824 -0.67367  0.001
77 H 1.63465 -7.05205 0.63470  0.000
78 H 2.78178 -5.53780 -1.64160  0.000
79 H 3.14994 -3.25570 -2.06050  0.002
80 H 3.88452 -0.15296 -3.36169  0.002
81 H 4.57139 -0.84260 -5.50521  0.000
82 H 3.40508 -2.64045 -6.63317  0.001
83 H 1.24803 -3.61081 -5.59189  -0.002
84 H 0.39252 -2.65937 -3.57375  -0.009
85 H 2.21526 2.00706 -1.58174  0.009
86 H 4.33314 3.10510 -1.14035  0.000
87 H 6.07116 1.97900 0.14045  0.000
88 H 5.74008 -0.44436 0.75539  0.000
89 H 3.92451 -1.70489 -0.02473  0.001
90 Te -0.26996 0.97403 -3.86392  0.441
91 Te -1.27073 -0.73739 -5.67711  0.033
92 Te -3.65821 -0.99307 -4.46236  0.066
93 Te -2.83667 -1.63566 -2.02981  0.410

Summary:
Net charge ... 0
Expectation value of S² ... 2.020
HOMO (spin up / spin down) ... -0.239 / -0.243 Ha
Multiplicity ... 3
Orbital gap (spin up / spin down) ... 0.2398 / 0.1855 Ha